An isolated molecule of C2H4NPS in a non-equilibrium geometry, computed with ωB97M-V/def2-TZVPD.

Properties
Relative energy (zero: lowest compared OMol25 entry of this formula, charge and spin) (eV): 1.246
Calculated total energy (eV): -23751.3915
Kohn-Sham gap (Eh): 0.2970
Largest force on an atom (eV Å⁻¹): 3.22
Highest occupied orbital energy (eV): -8.582

Structure (ORCA input):
```
! RIJCOSX wB97M-V def2-TZVPD def2/J DEFGRID3
* xyz 0 1
S -2.78 0.74 0.22
P -1.85 -1.00 -0.28
N -0.35 -0.49 -0.13
C 1.03 -0.61 0.12
C 0.42 0.71 -0.08
H 1.74 -1.13 -0.51
H 0.07 1.50 0.57
H 1.18 -0.84 1.18
H 0.54 1.12 -1.10
*
```



A cluster of 2 separate species, C2H4NS in total in a non-equilibrium geometry, computed with ωB97M-V/def2-TZVPD.

Properties
Relative energy (zero: lowest compared OMol25 entry of this formula, charge and spin) (eV): 1.540
Calculated total energy (eV): -14453.7965
Kohn-Sham gap (Eh): 0.3298
Largest force on an atom (eV Å⁻¹): 4.88
Highest occupied orbital energy (eV): -14.925

Structure (ORCA input):
```
! RIJCOSX wB97M-V def2-TZVPD def2/J DEFGRID3
* xyz 1 1
S -5.00 0.12 -0.20
N 0.57 -0.07 -0.36
C -0.35 -0.29 0.59
C -3.50 0.19 0.01
H -0.32 0.32 1.44
H 1.17 0.76 -0.23
H 0.83 -0.98 -0.93
H -0.82 -1.21 0.65
*
```



A cluster of 2 separate species, C2H4O2 in total in a non-equilibrium geometry, computed with ωB97M-V/def2-TZVPD.

Properties
Relative energy (zero: lowest compared OMol25 entry of this formula, charge and spin) (eV): 2.517
Calculated total energy (eV): -6231.7904
Kohn-Sham gap (Eh): 0.3997
Largest force on an atom (eV Å⁻¹): 1.41
Highest occupied orbital energy (eV): -10.403

Structure (ORCA input):
```
! RIJCOSX wB97M-V def2-TZVPD def2/J DEFGRID3
* xyz 0 1
O -2.46 -1.58 1.11
O 2.22 1.72 -0.61
C -1.69 -0.84 0.58
C 1.86 0.66 -0.99
H -0.64 -0.62 0.83
H 1.41 0.52 -1.98
H -2.05 -0.26 -0.30
H 2.03 -0.28 -0.43
*
```